Entry 1:
{
  "formula": "C3H11NS2",
  "method": "the ωB97M-V functional and the def2-TZVPD basis",
  "gap_ev": [10.07, 6.46],
  "e_tot_ev": -26439.0574,
  "multiplicity": 2,
  "fmax_ev_per_a": 18.06,
  "relative_energy_kj_mol": 206.0,
  "charge": 1,
  "s2": 0.762,
  "species": ["C", "S", "H", "H", "H", "C", "C", "S", "N", "H", "H", "H", "H", "H", "H", "H", "H"],
  "positions_angstrom": [[2.3048, -0.3441, -1.7122], [1.1218, -0.9862, -0.5753], [1.8001, 0.3038, -2.4374], [3.0470, 0.2894, -1.1689], [2.8630, -1.1151, -2.2380], [-1.1283, 0.2797, 1.3780], [-1.2901, 1.1901, 0.1453], [0.2201, 2.0277, -0.1255], [-0.9045, -1.1282, 0.8866], [-2.0230, 0.2831, 2.0103], [-0.2229, 0.5237, 1.9173], [-2.0120, 1.9705, 0.3584], [-1.7013, 0.5605, -0.6465], [0.8092, 0.5930, -0.2250], [-0.7633, -1.7312, 1.6975], [-0.3594, -1.2528, 0.2749], [-1.7611, -1.4640, 0.4606]],
  "lowdin_charge": [-0.46, 0.80, 0.04, 0.06, 0.05, -0.19, -0.59, 0.81, 0.12, 0.14, 0.11, 0.08, 0.09, -0.20, 0.19, -0.26, 0.18]
}

***

Entry 2:
{
  "formula": "C29H22IrNO3S6",
  "method": "the ωB97M-V functional and the def2-TZVPD basis",
  "gap_ev": [6.56, 5.54],
  "e_tot_ev": -105913.8740,
  "multiplicity": 6,
  "fmax_ev_per_a": 2.11,
  "relative_energy_kj_mol": 131.8,
  "charge": -1,
  "s2": 8.809,
  "species": ["Ir", "S", "C", "C", "C", "C", "C", "C", "S", "C", "C", "C", "C", "C", "C", "C", "S", "C", "C", "C", "C", "C", "C", "S", "N", "H", "H", "H", "H", "H", "H", "H", "H", "H", "H", "H", "H", "H", "H", "H", "O", "S", "O", "O", "S", "C", "C", "C", "C", "C", "C", "C", "C", "C", "C", "H", "H", "H", "H", "H", "H", "H"],
  "positions_angstrom": [[-0.1634, 0.1027, -0.1499], [1.4590, 1.8884, 0.4816], [1.9993, 1.4114, 2.0564], [3.2683, 1.8330, 2.4723], [3.7826, 1.4461, 3.6890], [3.0266, 0.6552, 4.5437], [1.7480, 0.2773, 4.1754], [1.2351, 0.6340, 2.9374], [-0.4538, 0.2029, 2.5443], [-0.4989, -1.6107, 2.8118], [-0.8942, -2.3909, 1.5828], [-0.7745, -3.7770, 1.6131], [-1.0697, -4.5004, 0.4583], [-1.5104, -3.8373, -0.6560], [-1.6693, -2.4233, -0.6194], [-2.1832, -1.7020, -1.6771], [-0.0229, 0.4655, -2.6364], [-1.1921, 1.7043, -2.9811], [-1.2347, 2.2132, -4.2843], [-2.1293, 3.1917, -4.6468], [-3.0283, 3.6922, -3.7079], [-3.0115, 3.2057, -2.4233], [-2.0990, 2.2188, -2.0301], [-2.1724, 1.6894, -0.3831], [-1.3194, -1.7317, 0.5153], [3.8435, 2.4461, 1.7978], [4.7759, 1.7538, 3.9828], [3.4297, 0.3577, 5.5012], [1.1429, -0.3091, 4.8543], [-1.2281, -1.7770, 3.6088], [0.4881, -1.9268, 3.1494], [-0.4048, -4.2716, 2.4944], [-0.9143, -5.5670, 0.4395], [-1.7332, -4.3564, -1.5745], [-2.4731, -0.6759, -1.5448], [-2.3356, -2.1561, -2.6377], [-0.5356, 1.8246, -5.0073], [-2.1251, 3.5862, -5.6520], [-3.7287, 4.4662, -3.9850], [-3.6922, 3.5884, -1.6782], [3.3919, -3.9223, -0.7167], [2.0095, -3.9131, -0.3059], [1.7321, -4.6488, 0.9096], [1.0412, -4.1176, -1.3598], [1.7132, -1.8952, 0.3984], [4.2682, -1.2945, -4.2679], [3.0954, -1.9338, -3.8429], [2.7294, -1.9079, -2.5261], [3.5413, -1.2649, -1.5749], [3.2334, -1.2413, -0.1951], [4.0832, -0.6729, 0.7182], [5.2443, -0.0218, 0.2911], [5.5516, 0.0175, -1.0400], [4.7378, -0.6267, -1.9948], [5.0680, -0.6503, -3.3654], [4.5449, -1.3206, -5.3137], [2.4743, -2.4476, -4.5609], [1.8260, -2.4037, -2.2148], [3.8380, -0.7261, 1.7674], [5.8784, 0.4622, 1.0214], [6.4363, 0.5349, -1.3808], [5.9783, -0.1584, -3.6812]],
  "lowdin_charge": [0.57, 0.56, -0.72, -0.15, -0.10, -0.10, -0.12, -0.55, 0.90, -0.38, -0.43, -0.05, -0.07, -0.03, -0.37, 0.05, 0.63, -0.69, -0.15, -0.11, -0.11, -0.15, -0.71, 0.58, -0.05, 0.10, 0.10, 0.10, 0.10, 0.08, 0.08, 0.12, 0.12, 0.12, -0.01, 0.07, 0.09, 0.09, 0.09, 0.09, -0.31, 0.28, -0.38, -0.36, 0.85, -0.09, -0.06, -0.07, -0.18, -0.50, -0.11, -0.08, -0.03, -0.16, -0.05, 0.09, 0.10, 0.06, 0.10, 0.10, 0.10, 0.10]
}